Entry 1:
Formula: C5H4S2
Source: the Open Molecules 2025 dataset
Level of theory: ωB97M-V with the def2-TZVPD basis set

Each line ends with the natural charge from an NBO analysis.
Positions of all 11 atoms, in Å:
C (-1.114, 0.328, -1.088)  -0.42
C (0.250, -0.352, -0.849)  -0.34
C (-2.184, 0.386, -0.317)  -0.02
C (0.852, -0.383, 0.486)  -0.11
C (1.649, 0.162, 1.361)  -0.41
S (-3.591, 0.456, 0.400)  0.16
S (0.253, -1.966, -0.089)  0.18
H (-1.217, 0.938, -1.995)  0.27
H (1.015, -0.309, -1.608)  0.24
H (2.028, 1.194, 1.371)  0.22
H (2.059, -0.455, 2.329)  0.22

Its spin multiplicity is 1. The energy relative to the best compared isomer or geometry (same formula, charge and spin) is 58.4 kcal per mole. The energy comes out at -989.17189 hartree. The HOMO energy comes out at -8.4 eV. The calculation puts the frontier orbital gap at 8.022 eV. The structure (SMILES) is C=C1S[C@H]1C=C=S.

=====

Entry 2:
Formula: C5H5AlBiCl2NO5
Source: the Open Molecules 2025 dataset
Level of theory: ωB97M-V with the def2-TZVPD basis set

Each line ends with the natural charge from an NBO analysis.
Positions of all 20 atoms, in Å:
Bi (-0.634, -0.216, -3.756)  1.31
Al (-0.322, 0.125, -0.918)  1.41
Cl (-1.219, -2.041, -1.558)  -0.33
Cl (-1.164, 2.059, -1.433)  -0.36
C (1.223, 1.588, -0.029)  0.48
C (0.210, -2.225, -4.828)  0.49
C (0.345, 1.390, -5.435)  0.48
O (1.663, 2.585, 0.376)  -0.26
O (0.501, -3.090, -5.545)  -0.18
O (0.666, 1.909, -6.375)  -0.20
N (0.561, -0.443, 3.756)  -0.67
C (-0.182, 0.456, 2.842)  -0.29
C (-0.986, -0.484, 1.994)  0.79
O (-1.596, -1.367, 2.579)  0.06
O (-0.924, -0.317, 0.709)  -0.79
H (-0.118, -1.049, 4.259)  0.48
H (1.139, 0.059, 4.437)  0.50
H (1.197, -1.067, 3.227)  0.47
H (-0.849, 1.066, 3.439)  0.33
H (0.490, 1.062, 2.257)  0.27

Its spin multiplicity is 1. The energy relative to the best compared isomer or geometry (same formula, charge and spin) is 57.7 kcal per mole. The energy comes out at -2000.12058 hartree. The HOMO energy (alpha / beta) comes out at -24.0 / -25.4 eV. The calculation puts the frontier orbital gap (alpha / beta) at 4.650 / 7.592 eV. The net charge is +4.

=====

Entry 3:
Formula: C5H5BrFN
Source: the Open Molecules 2025 dataset
Level of theory: ωB97M-V with the def2-TZVPD basis set

Each line ends with the natural charge from an NBO analysis.
Positions of all 13 atoms, in Å:
C (-1.173, 0.113, -1.118)  -0.38
C (-1.736, -0.077, 0.158)  0.00
C (0.277, -0.090, 1.102)  0.10
C (0.917, 0.628, 0.009)  -0.57
C (0.168, 0.377, -1.287)  0.46
N (-0.997, -0.241, 1.302)  -0.42
F (0.806, 0.359, -2.445)  -0.30
Br (4.573, 0.624, 2.295)  0.00
H (-1.817, 0.302, -2.052)  0.24
H (-2.789, 0.067, 0.412)  0.20
H (0.897, -0.417, 1.969)  0.19
H (0.799, 1.778, 0.217)  0.24
H (2.021, 0.220, -0.072)  0.25

Its spin multiplicity is 1. The energy relative to the best compared isomer or geometry (same formula, charge and spin) is 78.3 kcal per mole. The energy comes out at -2922.02040 hartree. The HOMO energy (alpha / beta) comes out at -9.6 / -7.4 eV. The calculation puts the frontier orbital gap (alpha / beta) at 9.123 / 3.418 eV.

=====

Entry 4:
Formula: C5H5BrN2O
Source: the Open Molecules 2025 dataset
Level of theory: ωB97M-V with the def2-TZVPD basis set

Each line ends with the natural charge from an NBO analysis.
Positions of all 14 atoms, in Å:
C (0.237, 1.924, 0.410)  -0.10
C (-0.751, 1.004, 0.415)  0.01
C (1.797, 0.430, -0.082)  0.16
C (0.874, -0.662, -0.386)  0.55
C (-1.424, -1.345, -0.065)  -0.43
N (1.531, 1.561, 0.252)  -0.38
N (-0.405, -0.290, 0.075)  -0.37
O (1.073, -1.705, -1.041)  -0.59
Br (3.655, -0.096, -0.384)  0.02
H (0.101, 2.920, 0.809)  0.21
H (-1.819, 1.150, 0.478)  0.23
H (-1.639, -1.797, 0.814)  0.20
H (-2.346, -1.012, -0.580)  0.21
H (-0.884, -2.081, -0.714)  0.27

Its spin multiplicity is 1. The energy relative to the best compared isomer or geometry (same formula, charge and spin) is 0.0 kcal per mole. The energy comes out at -2952.26763 hartree. The HOMO energy comes out at -9.1 eV. The calculation puts the frontier orbital gap at 9.136 eV. The structure (SMILES) is Cn1ccnc(Br)c1=O.